93
Properties=species:S:1:pos:R:3:forces:R:3 method="wB97M-V/def2-TZVPD" energy_ha=-2480.1702 charge=+3 homo_energy_ev=-17.559 gap_ev=6.728 relative_energy_kj_mol=47.8 largest_force_ev_per_a=1.549
Mo 0.313 -0.146 -0.095 -1.401 -0.485 -0.446
C -4.386 2.670 1.263 0.219 -0.188 -0.174
N -3.388 1.959 0.420 -0.583 0.408 0.070
C -3.510 1.751 -0.940 -0.199 0.163 0.381
C -2.409 1.062 -1.325 0.297 -0.155 0.343
N -1.614 0.863 -0.206 -0.016 -0.207 -0.554
C -2.236 1.416 0.830 -0.191 0.206 -0.168
P -1.538 1.455 2.511 0.012 -0.052 0.094
C 0.086 2.120 1.982 0.051 0.408 -0.136
N 0.719 1.860 0.829 0.414 -0.103 -0.276
C 1.751 2.763 0.710 -0.203 -0.210 -0.103
C 1.723 3.590 1.787 -0.081 0.019 0.367
N 0.682 3.173 2.578 -0.005 0.243 0.433
C 0.305 3.789 3.877 0.064 -0.150 -0.267
C -1.157 -0.342 2.543 0.224 -0.256 -0.053
N -0.572 -1.035 1.556 0.212 -0.356 -0.491
C -0.456 -2.361 1.941 -0.060 0.554 -0.113
C -0.996 -2.462 3.175 -0.200 0.264 0.398
N -1.423 -1.196 3.535 -0.332 -0.216 0.600
C -2.095 -0.887 4.824 0.241 -0.174 -0.192
H -5.132 3.115 0.615 0.003 -0.001 -0.099
H -3.906 3.459 1.834 0.094 0.008 -0.032
H -4.877 1.973 1.936 0.021 -0.095 -0.017
H -4.360 2.102 -1.510 0.113 -0.036 0.156
H -2.142 0.699 -2.300 0.039 0.011 -0.004
H 2.418 2.778 -0.138 -0.098 -0.048 0.156
H 2.360 4.422 2.055 -0.130 -0.105 0.001
H 1.041 4.546 4.125 0.077 0.023 -0.055
H 0.301 3.039 4.664 0.032 -0.057 -0.057
H -0.671 4.261 3.809 -0.042 -0.002 -0.093
H 0.009 -3.107 1.322 0.027 -0.012 -0.071
H -1.115 -3.317 3.825 -0.012 0.141 -0.044
H -2.892 -1.603 4.989 -0.062 -0.076 -0.066
H -2.515 0.111 4.793 -0.011 0.108 -0.077
H -1.379 -0.954 5.639 0.079 -0.010 -0.050
C 5.003 -1.674 4.216 0.026 -0.183 0.037
C 4.617 -0.688 3.131 0.011 0.016 0.009
C 5.849 -0.048 2.512 0.003 -0.132 -0.208
C 3.656 0.360 3.659 -0.152 0.056 0.043
O 3.881 -1.473 2.130 0.028 0.141 0.028
Si 3.461 -1.461 0.600 0.263 -0.062 0.207
O 1.853 -0.716 0.486 0.876 -0.156 0.125
O 3.094 -2.913 0.049 -0.165 -0.203 -0.109
C 3.710 -4.237 0.296 0.223 0.065 0.129
C 3.236 -4.737 1.649 -0.071 0.097 0.108
C 3.224 -5.127 -0.822 -0.089 -0.133 -0.215
C 5.225 -4.088 0.261 0.042 0.221 0.033
O 4.286 -0.435 -0.307 -0.040 0.199 -0.362
C 4.367 -0.083 -1.725 -0.075 -0.085 -0.039
C 4.278 -1.334 -2.588 -0.053 -0.103 0.131
C 5.699 0.606 -1.909 0.314 0.028 0.023
C 3.249 0.907 -2.062 0.651 0.257 -0.127
H 5.541 -1.161 5.018 -0.081 -0.066 -0.096
H 5.656 -2.451 3.809 -0.066 0.095 0.072
H 4.114 -2.152 4.639 0.120 0.064 -0.038
H 6.434 0.449 3.289 -0.065 -0.037 -0.064
H 5.580 0.688 1.750 0.019 -0.046 0.064
H 6.482 -0.810 2.048 -0.051 0.103 0.069
H 4.144 0.974 4.422 -0.074 -0.080 -0.099
H 2.781 -0.126 4.106 0.091 0.090 -0.045
H 3.335 1.011 2.839 -0.018 0.044 0.046
H 2.148 -4.872 1.648 0.105 0.004 0.015
H 3.511 -4.034 2.442 -0.024 -0.106 -0.087
H 3.696 -5.703 1.870 -0.068 0.089 -0.031
H 2.133 -5.209 -0.808 0.189 -0.060 0.024
H 3.640 -6.130 -0.698 -0.039 0.072 -0.036
H 3.544 -4.742 -1.795 -0.047 -0.054 0.109
H 5.568 -3.382 1.031 -0.046 -0.162 -0.124
H 5.557 -3.735 -0.720 -0.021 -0.051 0.113
H 5.704 -5.050 0.455 -0.044 0.077 -0.022
H 5.091 -2.020 -2.337 -0.062 0.049 -0.030
H 4.369 -1.073 -3.645 -0.008 0.000 0.119
H 3.332 -1.863 -2.431 0.094 0.042 -0.010
H 6.515 -0.096 -1.719 -0.072 0.113 -0.030
H 5.793 1.446 -1.215 0.009 -0.068 -0.094
H 5.796 0.982 -2.933 -0.003 -0.054 0.140
H 2.288 0.550 -1.723 -0.805 -0.351 0.230
H 3.166 1.043 -3.140 0.065 0.009 0.010
H 3.446 1.881 -1.613 0.013 -0.088 -0.037
C 0.124 -3.554 -1.934 -0.089 0.277 0.242
C -0.380 -2.183 -2.414 0.191 -0.044 -0.459
C 0.432 -1.712 -3.644 -0.023 -0.001 0.307
C -1.880 -2.210 -2.747 0.030 0.166 0.171
N -0.158 -1.217 -1.338 0.505 0.387 0.584
H 0.153 -4.235 -2.784 -0.028 0.028 0.008
H -0.554 -3.973 -1.183 0.047 0.008 -0.058
H 1.127 -3.475 -1.510 -0.071 0.040 -0.091
H 0.130 -2.321 -4.497 0.031 0.017 0.044
H 1.502 -1.844 -3.478 -0.083 0.010 -0.041
H 0.230 -0.666 -3.879 -0.044 -0.001 -0.040
H -2.084 -3.121 -3.311 0.008 0.057 -0.011
H -2.169 -1.354 -3.361 0.021 -0.091 0.048
H -2.490 -2.226 -1.841 0.009 -0.068 -0.051

***

13
Properties=species:S:1:pos:R:3:forces:R:3 method="wB97M-V/def2-TZVPD" energy_ha=-339.9405 charge=+1 homo_energy_ev=-15.876 gap_ev=10.547 smiles="CO/[N+](C)=N/O" relative_energy_kj_mol=629.2 largest_force_ev_per_a=5.434
C 1.928 -0.826 0.269 0.386 -2.914 2.612
O 1.094 0.310 0.285 -0.274 0.391 0.095
N -0.182 0.187 -0.123 0.711 0.196 1.195
C -0.805 1.412 0.125 -4.962 2.208 0.202
N -0.714 -0.860 -0.481 -0.125 -0.547 -0.467
O -2.043 -0.649 -0.666 0.524 -0.599 -0.670
H 3.003 -0.460 0.492 -2.014 -0.666 -1.018
H 1.625 -1.407 -0.584 1.175 -0.042 -0.998
H 1.632 -1.637 1.118 0.558 2.260 -1.336
H -1.772 1.578 -0.518 2.493 -0.138 0.554
H -0.135 2.216 0.280 1.027 0.610 -1.034
H -1.304 1.487 1.108 0.212 -1.147 0.084
H -2.328 -1.351 -1.306 0.287 0.388 0.782

***

72
Properties=species:S:1:pos:R:3:forces:R:3 method="wB97M-V/def2-TZVPD" energy_ha=-4964.5405 charge=+1 homo_energy_ev=-10.461 gap_ev=6.571 relative_energy_kj_mol=144.1 largest_force_ev_per_a=1.714
Ir 0.610 0.119 0.537 -1.228 0.944 -0.734
F 3.638 -6.480 0.245 -0.007 0.050 -0.027
C 3.407 -5.175 0.185 -0.019 -0.183 0.004
C 2.145 -4.700 -0.108 -0.046 -0.070 -0.045
F 1.144 -5.552 -0.336 -0.011 0.022 0.023
C 1.914 -3.338 -0.162 -0.067 -0.089 -0.198
F 0.656 -2.958 -0.465 0.323 0.117 -0.523
C 2.900 -2.399 0.078 0.172 0.301 0.076
S 2.733 -0.639 -0.005 0.176 -0.295 0.225
C 4.163 -2.914 0.369 0.130 0.097 0.048
F 5.174 -2.078 0.620 -0.048 -0.041 -0.017
C 4.426 -4.269 0.417 0.194 0.013 0.029
F 5.650 -4.707 0.691 -0.089 0.035 0.010
C -4.011 4.494 -2.153 -0.013 0.014 0.032
O -3.594 5.052 -0.908 0.014 -0.065 -0.027
C -2.727 4.365 -0.162 -0.008 0.021 -0.077
C -2.323 5.009 1.035 -0.117 0.005 -0.096
C -1.408 4.405 1.827 0.159 -0.083 0.091
C -0.843 3.140 1.488 -0.204 0.301 0.155
C 0.236 2.609 2.212 0.367 -0.130 0.237
C 0.702 3.226 3.500 0.100 0.046 -0.094
O 0.930 1.627 1.822 0.921 0.335 0.884
C -1.332 2.462 0.356 -0.113 -0.128 -0.200
O -1.012 1.220 0.070 -0.486 0.335 -0.114
C -2.241 3.112 -0.491 -0.158 -0.060 -0.018
H -4.691 5.216 -2.591 -0.001 0.022 0.009
H -4.535 3.549 -1.999 -0.008 -0.005 0.017
H -3.156 4.345 -2.814 0.016 0.000 0.005
H -2.750 5.972 1.280 0.015 -0.012 -0.037
H -1.086 4.913 2.726 0.053 -0.041 -0.025
H 1.241 4.154 3.295 -0.027 0.006 0.018
H 1.379 2.537 3.998 -0.022 0.000 -0.007
H -0.138 3.460 4.153 0.011 0.016 0.003
H -2.580 2.581 -1.367 -0.027 0.009 -0.012
C 0.089 -2.516 -3.781 0.085 0.050 0.016
C 0.971 -1.524 -3.024 -0.066 -0.063 -0.279
As 0.013 -0.230 -1.927 0.319 -1.204 0.183
C -1.873 -0.585 -2.175 -0.151 -0.054 0.176
C -2.413 -1.583 -1.152 0.013 0.037 -0.065
C 0.342 1.404 -2.913 -0.018 0.251 0.160
C -0.293 1.368 -4.298 0.010 0.061 -0.021
H 0.716 -3.237 -4.307 -0.020 0.006 -0.003
H -0.540 -2.025 -4.524 0.013 -0.001 0.001
H -0.560 -3.075 -3.106 0.007 -0.017 0.002
H 1.582 -0.936 -3.710 0.002 -0.027 -0.043
H 1.659 -2.047 -2.372 0.113 0.006 0.057
H -2.018 -0.931 -3.196 -0.057 0.016 -0.020
H -2.368 0.377 -2.059 -0.058 0.014 -0.056
H -1.967 -2.571 -1.275 0.001 0.011 -0.005
H -3.494 -1.688 -1.258 0.020 -0.027 -0.012
H -2.206 -1.240 -0.137 -0.008 0.004 0.007
H 1.425 1.515 -2.972 0.034 -0.023 0.006
H -0.038 2.237 -2.320 -0.007 0.019 -0.029
H 0.027 0.497 -4.872 0.017 0.003 -0.005
H -0.002 2.257 -4.859 -0.014 -0.013 -0.027
H -1.381 1.353 -4.241 -0.004 -0.010 0.002
C -1.336 0.327 3.667 0.078 -0.078 0.046
O 0.055 -0.067 3.642 -0.496 0.147 0.306
P 0.590 -0.990 2.489 0.960 -0.002 -0.822
O -0.274 -2.263 2.689 -0.516 -0.325 -0.309
C -0.302 -3.494 1.934 -0.282 -0.096 0.327
O 2.004 -1.425 2.995 0.238 -0.007 0.283
C 3.045 -0.455 3.280 -0.028 -0.052 0.100
H -1.431 1.067 4.455 0.013 0.021 0.019
H -1.958 -0.535 3.895 0.007 -0.028 0.007
H -1.636 0.758 2.711 0.007 -0.030 -0.010
H -0.966 -4.155 2.480 0.002 -0.015 0.104
H 0.695 -3.925 1.897 -0.043 0.022 0.076
H -0.692 -3.320 0.939 -0.113 -0.003 0.266
H 3.992 -0.939 3.067 0.016 -0.033 -0.016
H 2.980 -0.187 4.333 -0.012 -0.042 0.021
H 2.939 0.430 2.660 -0.013 -0.008 -0.059

***

11
Properties=species:S:1:pos:R:3:forces:R:3 method="wB97M-V/def2-TZVPD" energy_ha=-1386.4528 homo_energy_ev=-9.084 gap_ev=8.432 smiles="O=C(S)CC(=S)S" relative_energy_kj_mol=137.0 largest_force_ev_per_a=5.647
O -0.959 1.492 -0.279 0.569 3.694 -0.694
C -0.914 0.372 -0.015 -2.212 -4.854 0.311
S -2.306 -0.794 -0.415 -0.585 1.616 -2.617
C 0.088 -0.489 0.691 1.457 4.540 3.027
C 1.387 -0.454 0.009 1.240 0.005 -1.449
S 1.949 -1.923 -0.411 0.807 0.687 -0.195
S 2.199 1.150 -0.436 -1.616 -0.958 0.897
H -2.742 -0.061 -1.641 0.649 -1.214 2.422
H -0.204 -1.499 0.844 -0.433 -0.452 0.424
H 0.339 0.187 1.687 -0.905 -2.011 -1.761
H 1.165 2.018 -0.034 1.028 -1.053 -0.364

***

9
Properties=species:S:1:pos:R:3:forces:R:3 method="wB97M-V/def2-TZVPD" energy_ha=-321.1930 homo_energy_ev=-7.783 gap_ev=7.906 relative_energy_kj_mol=484.8 largest_force_ev_per_a=0.320
N 0.549 0.763 -0.094 -0.072 -0.285 0.103
C -0.624 0.486 -0.554 0.044 -0.237 0.138
O -1.444 1.178 -1.309 0.143 -0.131 0.137
C 0.476 -0.746 0.606 -0.056 0.271 -0.161
C 1.042 -1.608 1.315 -0.115 0.172 -0.142
O -0.869 -0.713 -0.093 0.058 0.287 -0.111
H -2.253 0.669 -1.471 0.081 -0.014 0.048
H 1.124 1.585 -0.204 -0.087 -0.099 0.004
H 1.999 -1.613 1.803 0.003 0.035 -0.016

***

71
Properties=species:S:1:pos:R:3:forces:R:3 method="wB97M-V/def2-TZVPD" energy_ha=-7474.3620 charge=+1 homo_energy_ev=-11.148 gap_ev=7.048 relative_energy_kj_mol=4.6 largest_force_ev_per_a=0.165
Sn -0.219 1.093 1.946 0.053 -0.080 0.023
N -4.077 0.748 0.419 0.033 0.000 0.028
C -2.803 0.407 0.543 -0.085 -0.047 -0.064
O -2.316 0.165 1.683 0.015 0.086 -0.056
C -1.987 0.319 -0.686 -0.059 0.068 0.068
I -1.269 3.565 0.941 0.053 -0.127 -0.004
H -4.640 0.882 1.243 -0.004 0.006 0.008
H -4.471 0.957 -0.483 0.001 -0.008 0.005
H -2.279 0.952 -1.520 -0.005 0.005 0.035
H -0.713 -1.127 0.108 0.035 0.028 -0.023
Cl 2.244 3.035 3.110 -0.023 0.029 0.006
C 2.621 3.595 1.460 -0.002 -0.071 -0.015
Cl 2.792 2.241 0.334 -0.008 0.102 0.056
H 3.558 4.134 1.507 0.039 -0.006 -0.006
H 1.801 4.223 1.132 -0.022 -0.013 -0.010
Se 0.038 -1.203 6.330 0.063 -0.150 0.028
N -0.632 0.093 7.322 -0.032 0.053 -0.045
C -0.989 1.055 6.492 -0.021 0.091 0.012
C -1.572 2.308 6.856 0.011 -0.057 0.000
C -1.854 3.179 5.858 -0.015 -0.013 0.001
C -1.577 2.841 4.498 -0.079 0.074 -0.023
N -1.058 1.708 4.114 0.110 -0.016 0.078
C -0.745 0.796 5.098 -0.029 0.056 -0.028
N -0.198 -0.358 4.798 -0.024 0.058 -0.041
H -1.769 2.531 7.897 0.020 -0.018 -0.009
H -2.291 4.145 6.066 0.005 -0.002 -0.023
H -1.802 3.551 3.708 0.009 0.000 0.051
N -1.175 -2.436 2.686 -0.017 0.120 0.009
C -0.955 -3.428 3.566 -0.036 -0.044 0.015
C 0.406 -3.624 3.606 0.076 -0.016 -0.024
C 0.923 -2.678 2.701 0.000 0.066 0.007
N -0.042 -1.953 2.155 -0.015 -0.140 0.056
H -2.039 -1.961 2.479 -0.014 -0.028 -0.031
H -1.765 -3.927 4.072 0.011 0.014 -0.001
H 0.944 -4.366 4.171 -0.011 0.020 -0.010
H 1.952 -2.488 2.433 -0.026 -0.016 0.001
C -0.930 -0.492 -0.751 -0.027 -0.005 -0.021
Ge 0.229 -0.535 -2.336 -0.019 -0.060 0.014
C -0.086 1.116 -3.292 -0.036 0.101 -0.016
C 0.232 2.334 -2.685 -0.032 0.001 -0.065
C -0.020 3.532 -3.337 0.014 -0.032 0.020
C -0.588 3.524 -4.605 0.002 0.016 -0.007
C -0.906 2.321 -5.218 -0.004 -0.026 0.004
C -0.660 1.120 -4.562 0.010 0.046 0.014
C 2.054 -0.642 -1.699 0.084 -0.012 0.043
C 2.386 -1.494 -0.643 0.020 0.029 0.000
C 3.704 -1.618 -0.226 -0.035 0.024 0.003
C 4.705 -0.895 -0.863 0.001 0.016 0.007
C 4.387 -0.045 -1.912 -0.013 0.006 0.003
C 3.066 0.083 -2.326 0.038 -0.029 0.047
C -0.241 -2.084 -3.396 -0.002 -0.091 -0.046
C -1.495 -2.687 -3.301 0.029 -0.015 -0.056
C -1.816 -3.778 -4.099 -0.013 0.032 0.029
C -0.886 -4.273 -5.001 0.004 -0.008 -0.016
C 0.366 -3.683 -5.104 -0.001 0.005 0.004
C 0.687 -2.596 -4.303 -0.036 -0.023 0.033
H 0.679 2.351 -1.695 -0.014 0.006 -0.029
H 0.227 4.471 -2.857 -0.006 -0.005 -0.004
H -0.781 4.459 -5.116 0.002 -0.011 0.006
H -1.346 2.317 -6.207 0.003 -0.001 0.011
H -0.913 0.183 -5.045 0.007 0.004 -0.004
H 1.615 -2.072 -0.142 0.027 0.021 -0.035
H 3.956 -2.281 0.592 0.007 -0.015 -0.011
H 5.734 -0.995 -0.540 -0.009 0.001 -0.003
H 5.166 0.521 -2.407 -0.009 -0.009 0.005
H 2.825 0.757 -3.141 0.001 -0.001 -0.002
H -2.231 -2.307 -2.600 0.005 -0.003 -0.005
H -2.791 -4.241 -4.017 0.007 0.004 -0.001
H -1.136 -5.122 -5.624 0.000 0.003 0.004
H 1.093 -4.072 -5.805 -0.003 0.002 0.004
H 1.674 -2.152 -4.381 -0.006 0.004 -0.003